Entry 1:
19
Properties=species:S:1:pos:R:3 method="wB97M-V/def2-TZVPD" smiles="C=CC.CNC" e_above_lowest_kcal_mol=84.21 homo_lumo_gap_ha=0.3422
C -2.53524 -0.86182 0.56814
C -3.65205 -0.20856 0.17628
C -3.43636 1.06413 -0.61839
H -2.78480 -1.86920 0.94195
H -1.51532 -0.54934 0.30059
H -4.76266 -0.32195 0.54433
H -4.08974 1.24646 -1.43259
H -3.63022 1.96615 0.04482
H -2.43803 1.04292 -1.07264
C 2.49630 0.72194 0.86741
N 2.27652 -0.58543 0.02222
C 3.51232 -0.91332 -0.81555
H 2.55712 1.65957 0.28497
H 1.59536 0.76430 1.57783
H 3.41548 0.35932 1.34429
H 1.27716 -0.58526 -0.15664
H 4.36603 -0.17985 -0.57122
H 3.45390 -1.04961 -1.87917
H 3.89422 -1.70046 -0.12664


Entry 2:
87
Properties=species:S:1:pos:R:3 method="wB97M-V/def2-TZVPD" e_above_lowest_kcal_mol=0.00 homo_lumo_gap_ha=0.2269 charge=+2
Pt -0.49283 -1.19370 1.59881
O -5.10119 0.38097 3.95427
C -4.82040 1.43102 3.16062
C -5.66018 2.54468 3.12408
C -5.36702 3.62648 2.32127
C -4.21819 3.62917 1.53338
C -3.38042 2.53757 1.57083
C -3.65864 1.41725 2.37014
C -2.71422 0.29385 2.32007
O -1.58062 0.52240 1.70721
N -3.03038 -0.87503 2.83881
N -2.01659 -1.74525 2.61901
C -1.97912 -2.92998 3.11616
C -0.81755 -3.73646 2.74368
C -0.62428 -5.03470 3.17031
C 0.48537 -5.73625 2.71390
C 1.35400 -5.12294 1.83012
C 1.11106 -3.81217 1.44784
N 0.07123 -3.12715 1.90825
H -5.91379 0.55542 4.44465
H -6.55041 2.55097 3.74215
H -6.03575 4.47664 2.31142
H -3.98579 4.47878 0.90713
H -2.47529 2.52645 0.97943
H -2.78327 -3.28255 3.74872
H -1.33660 -5.48797 3.84525
H 0.65620 -6.75349 3.03784
H 2.21327 -5.64261 1.43205
H 1.74526 -3.28071 0.75466
C 4.18994 -1.92299 0.86058
N 3.97811 -0.53095 0.48033
C 5.14671 0.09132 -0.13089
P 2.54740 0.19852 0.74693
O 1.40984 -0.78885 0.65067
O 2.50468 1.40668 -0.32023
P 1.50066 1.85648 -1.54280
O 0.34569 0.93722 -1.60725
N 1.04378 3.37323 -1.18783
C -0.06906 3.61458 -0.27305
C 1.88266 4.53663 -1.45364
N 2.42471 1.88809 -2.88238
C 3.86541 2.06479 -2.95351
C 1.76909 1.67332 -4.17093
N 2.61976 0.90401 2.22377
C 1.45152 1.58597 2.78609
C 3.86593 1.58156 2.59872
H 5.15442 -2.01817 1.36115
H 4.18532 -2.57860 -0.01371
H 3.42619 -2.24666 1.56249
H 6.01049 -0.05901 0.51989
H 5.00049 1.15685 -0.25082
H 5.36743 -0.35630 -1.10103
H -0.62973 2.69577 -0.12036
H -0.73215 4.36773 -0.70090
H 0.28912 3.97987 0.69358
H 2.54025 4.34558 -2.29829
H 2.48615 4.80747 -0.58280
H 1.24447 5.38338 -1.70624
H 4.25070 2.46291 -2.02224
H 4.10031 2.78030 -3.74371
H 4.37263 1.12488 -3.18211
H 0.68770 1.67386 -4.05241
H 2.07654 0.72024 -4.60899
H 2.03714 2.47359 -4.86262
H 0.54630 1.01738 2.61083
H 1.32986 2.59167 2.37136
H 1.59157 1.67075 3.86314
H 4.72802 0.99715 2.29033
H 3.89298 1.67414 3.68331
H 3.93023 2.58375 2.16377
N -2.15165 -0.18455 -1.24870
C -2.29533 -1.06350 -2.18515
C -3.61068 -1.56247 -2.54447
C -3.73800 -2.44257 -3.53805
C -2.55596 -2.92809 -4.26440
C -1.22922 -2.45871 -3.84251
C -1.10791 -1.57123 -2.85569
S -2.69022 -4.34109 -5.27556
O -1.46723 -4.99803 -5.56066
O -3.94890 -4.98984 -5.26337
O -2.74500 -2.84418 -5.78712
H -2.95729 0.21946 -0.78305
H -1.26727 0.31916 -1.06142
H -4.47114 -1.18944 -2.00411
H -4.70103 -2.82487 -3.85023
H -0.37331 -2.86796 -4.36293
H -0.14696 -1.20088 -2.52281


Entry 3:
14
Properties=species:S:1:pos:R:3 method="wB97M-V/def2-TZVPD" e_above_lowest_kcal_mol=92.53 homo_lumo_gap_ha="0.3155 / 0.3150"
C 0.86924 0.03538 1.55607
C -0.01674 0.13854 0.32877
C -1.40162 -0.15354 0.49583
O -0.45483 1.54889 0.00979
C 0.64019 0.03197 -1.00230
O 1.74574 0.52605 -1.10352
N -0.07612 -0.44338 -2.05409
H 0.35686 -0.34501 2.45020
H 1.75594 -0.57278 1.36919
H 1.18533 1.05912 1.74484
H -2.08937 -0.31908 -0.32200
H -1.79369 -0.47552 1.47699
H 0.28930 -0.22142 -2.96468
H -1.01023 -0.80922 -1.98508


Entry 4:
29
Properties=species:S:1:pos:R:3 method="wB97M-V/def2-TZVPD" e_above_lowest_kcal_mol=47.35 homo_lumo_gap_ha="0.2301 / 0.2047" charge=+2
Cl 0.86892 -3.42340 0.91675
C 2.71290 0.09533 -0.29738
C 1.79731 0.89553 -1.05045
C 1.16733 0.07831 -2.01810
H 1.63140 1.95441 -0.91600
C 1.66135 -1.27442 -1.87847
C 2.63440 -1.24061 -0.78462
H 3.10620 -2.15321 -0.39133
H 3.33688 0.41999 0.53134
H 0.38432 0.34038 -2.73381
C 1.18409 -2.48998 -2.57396
Pb 0.36832 -1.02121 0.40195
C -1.71152 -1.80283 -0.15906
O -2.76889 -2.24488 -0.20318
C 0.43933 -0.76211 2.62866
O 0.22668 -0.80571 3.74292
H 0.11544 -2.45873 -2.86763
H 1.30070 -3.42236 -1.98334
H 1.75605 -2.62660 -3.51122
C -2.45593 1.18497 2.23987
S -2.03427 1.61740 0.54972
C -1.95242 3.39260 0.59313
O -0.53037 1.38133 0.32170
H -3.41092 1.68796 2.46723
H -1.60612 1.57884 2.84345
H -2.55835 0.09046 2.36170
H -1.16202 3.55557 1.36443
H -1.55538 3.65393 -0.40770
H -2.94544 3.79904 0.81340


Entry 5:
12
Properties=species:S:1:pos:R:3 method="wB97M-V/def2-TZVPD" e_above_lowest_kcal_mol=40.23 homo_lumo_gap_ha=0.3490
H -2.69699 0.90334 0.04448
N -2.62777 -0.22332 0.09277
C -1.30374 -0.18294 -0.02912
N -0.36655 0.85077 -0.06548
C 1.08202 0.43796 -0.23224
C 1.04136 -0.95940 0.28859
S -0.56833 -1.68177 -0.20916
H -0.60545 1.80173 -0.18739
H 1.45609 0.70704 -1.25106
H 1.53817 1.11502 0.46301
H 1.36384 -0.97869 1.31664
H 1.68736 -1.78975 -0.23103


Entry 6:
48
Properties=species:S:1:pos:R:3 method="wB97M-V/def2-TZVPD" smiles=c1coc(Cn2nnnc2C[NH+]2CCN(C3CCCC3)CC2)c1 e_above_lowest_kcal_mol=0.58 homo_lumo_gap_ha=0.3530 charge=+1
C -0.18691 5.72871 0.92979
C 1.09484 5.77325 1.38424
O 1.93912 5.27375 0.47035
C 1.20077 4.90649 -0.60032
C 1.91049 4.31280 -1.77083
N 2.50290 3.04132 -1.42462
N 3.78711 2.75159 -1.65128
N 4.01993 1.59578 -1.21326
N 2.93082 1.06188 -0.67674
C 1.97579 1.96233 -0.80615
C 0.60340 1.70925 -0.29180
N 0.56182 0.27617 0.08803
C 0.18100 -0.60465 -1.04237
C 0.32424 -2.06773 -0.62868
N -0.55415 -2.31828 0.49185
C -0.78266 -3.71414 0.88930
C -0.88597 -4.70512 -0.26943
C -2.25863 -4.43460 -0.88911
C -3.12230 -3.90717 0.27052
C -2.19048 -3.82967 1.48745
C -0.13531 -1.50538 1.61228
C -0.28892 -0.02917 1.25694
C -0.12079 5.15656 -0.36443
H -1.06547 6.06471 1.43892
H 1.51875 6.12698 2.30242
H 2.74084 4.94828 -2.09182
H 1.21210 4.18220 -2.60210
H 0.41047 2.33358 0.58733
H -0.16340 1.93078 -1.03933
H 1.55306 0.03735 0.30408
H 0.82949 -0.38993 -1.89269
H -0.85924 -0.39939 -1.30210
H 0.02148 -2.67879 -1.47626
H 1.38519 -2.28298 -0.40323
H -0.00177 -4.02901 1.59823
H -0.87361 -5.70411 0.16707
H -0.06732 -4.65827 -0.98370
H -2.18443 -3.68685 -1.67895
H -2.67495 -5.33803 -1.32901
H -3.51475 -2.91940 0.03341
H -3.96870 -4.55997 0.47129
H -2.24860 -4.74727 2.07112
H -2.45006 -2.99888 2.13985
H -0.76457 -1.72416 2.47470
H 0.91495 -1.70362 1.90148
H 0.01012 0.59727 2.09873
H -1.32695 0.18125 0.99244
H -0.93877 4.98430 -1.03360